This record from the Open Molecules 2025 dataset describes a cluster of 2 separate species, CH7N3 in total in a non-equilibrium geometry. The level of theory is ωB97M-V/def2-TZVPD.

Last column: natural (NBO) charge in e.
Geometry (Å):
N -2.55 -0.30 -1.99  -1.08
H -1.87 0.35 -2.37  0.36
H -2.30 -1.18 -2.44  0.36
H -3.48 -0.03 -2.25  0.36
N 0.29 -0.65 1.06  -0.81
C 0.97 0.53 1.05  0.30
N 2.13 0.56 0.51  -0.77
H -0.69 -0.75 1.25  0.40
H 0.76 -1.46 0.68  0.39
H 0.35 1.34 1.47  0.15
H 2.30 1.47 0.10  0.35

Output
M, g mol⁻¹: 61.09
E_HOMO, eV: -8.71
ΔE to the lowest compared entry with this formula, charge and spin, kcal per mole: 12.2



This record from the Open Molecules 2025 dataset describes an isolated molecule of C6H10. The level of theory is ωB97M-V/def2-TZVPD.

Last column: natural (NBO) charge in e.
Geometry (Å):
C -1.36 0.78 1.20  -0.61
C -1.26 -0.22 0.07  -0.40
C 0.12 -0.24 -0.50  -0.02
C 0.99 -1.40 -0.84  -0.39
C 1.51 -0.29 0.02  -0.24
C 1.07 0.88 -0.80  -0.40
H -2.25 0.62 1.82  0.21
H -1.39 1.81 0.82  0.21
H -1.98 0.02 -0.73  0.21
H -1.52 -1.23 0.41  0.21
H 1.36 -1.57 -1.85  0.19
H 0.73 -2.31 -0.29  0.20
H 1.99 -0.34 0.99  0.22
H -0.48 0.69 1.84  0.20
H 1.45 1.05 -1.81  0.19
H 0.90 1.80 -0.23  0.21

Output
M, g mol⁻¹: 82.15
E_HOMO, eV: -8.97
ΔE to the lowest compared entry with this formula, charge and spin, kcal per mole: 42.1



This record from the Open Molecules 2025 dataset describes an isolated molecule of C2H2ClN in a non-equilibrium geometry. The level of theory is ωB97M-V/def2-TZVPD.

Last column: natural (NBO) charge in e.
Geometry (Å):
C 0.18 -1.02 -0.08  0.24
C 0.03 0.40 -0.04  -0.49
N 0.54 -2.11 0.01  -0.26
Cl -1.69 0.99 -0.06  -0.03
H 0.24 0.63 0.98  0.26
H 0.69 1.11 -0.81  0.28

Output
M, g mol⁻¹: 75.50
E_HOMO, eV: -11.46
ΔE to the lowest compared entry with this formula, charge and spin, kcal per mole: 6.6



This record from the Open Molecules 2025 dataset describes an isolated molecule of C14H22N2O3 in a non-equilibrium geometry. The level of theory is ωB97M-V/def2-TZVPD.

Last column: natural (NBO) charge in e.
Geometry (Å):
C -5.84 -0.16 -0.33  -0.74
C -4.28 -0.23 -0.01  0.71
O -3.77 -1.10 0.48  -0.58
N -3.72 0.91 -0.31  -0.60
C -2.41 1.10 -0.21  0.10
C -1.59 0.34 0.61  -0.21
C -0.31 0.68 0.93  -0.24
C 0.20 2.08 0.22  0.36
C -0.74 2.94 -0.38  -0.33
C -1.95 2.48 -0.49  -0.17
H -2.74 3.41 -0.95  0.19
H -0.44 3.98 -0.71  0.23
O 1.51 2.37 0.37  -0.55
C 2.52 1.90 1.17  -0.07
C 3.39 1.09 -0.01  0.18
O 3.83 2.00 -0.69  -0.67
H 3.19 2.42 -1.04  0.46
C 2.65 -0.11 -0.51  -0.21
N 2.42 -0.97 0.30  -0.66
H 3.12 -1.43 0.90  0.38
C 1.44 -2.17 -0.25  0.03
C 0.85 -2.89 1.17  -0.63
H 1.79 -3.37 1.58  0.20
H 0.41 -2.29 1.91  0.22
H 0.27 -3.57 0.43  0.22
C 2.30 -3.04 -1.18  -0.67
H 3.10 -3.71 -0.70  0.23
H 2.58 -2.34 -2.07  0.25
H 1.47 -3.89 -1.39  0.21
H 0.67 -1.73 -0.59  0.17
H 3.38 -0.31 -1.44  0.09
H 1.75 0.29 -1.20  0.18
H 4.31 0.75 0.67  0.12
H 2.08 0.97 1.83  0.15
H 3.06 2.50 1.67  0.17
H 0.50 0.31 1.26  0.20
H -1.84 -0.54 0.72  0.21
H -4.32 1.69 -0.46  0.40
H -6.39 -1.06 -0.15  0.23
H -6.10 0.14 -1.39  0.22
H -6.32 0.57 0.27  0.22

Output
M, g mol⁻¹: 266.34
E_HOMO, eV: -7.15
ΔE to the lowest compared entry with this formula, charge and spin, kcal per mole: 320.6



This record from the Open Molecules 2025 dataset describes a cluster of 2 separate species, C3H5IS in total in a non-equilibrium geometry. The level of theory is ωB97M-V/def2-TZVPD.

Last column: natural (NBO) charge in e.
Geometry (Å):
C 0.68 -0.62 1.03  -0.51
C 0.27 -0.05 -0.05  0.31
C 0.56 0.82 -1.17  -0.74
S -2.26 -0.82 -0.38  -0.36
I -2.90 -0.73 1.88  0.05
H 0.05 -1.25 1.64  0.26
H 1.68 -0.49 1.41  0.24
H 1.58 1.19 -1.07  0.25
H 0.47 0.28 -2.11  0.25
H -0.12 1.67 -1.19  0.26

Output
M, g mol⁻¹: 200.04
E_HOMO, eV: -8.10
ΔE to the lowest compared entry with this formula, charge and spin, kcal per mole: 41.5



This record from the Open Molecules 2025 dataset describes a cluster of 2 separate species, C3H4S in total in a non-equilibrium geometry. The level of theory is ωB97M-V/def2-TZVPD.

Last column: natural (NBO) charge in e.
Geometry (Å):
C -3.31 0.44 1.21  -0.18
C 1.74 0.17 -0.35  -0.39
C 0.48 -0.08 -0.05  -0.38
S -3.13 -0.60 0.14  0.18
H 2.60 -0.30 0.11  0.20
H 1.95 0.65 -1.33  0.19
H -0.48 0.28 -0.60  0.19
H 0.16 -0.56 0.86  0.19

Output
M, g mol⁻¹: 72.13
E_HOMO, eV: -10.38
ΔE to the lowest compared entry with this formula, charge and spin, kcal per mole: 46.5



This record from the Open Molecules 2025 dataset describes an isolated molecule of C16H16N2O4 in a non-equilibrium geometry. The level of theory is ωB97M-V/def2-TZVPD.

Last column: natural (NBO) charge in e.
Geometry (Å):
C -5.94 2.39 -3.70  -0.61
C -4.98 1.82 -4.73  -0.41
C -3.53 1.86 -4.23  -0.06
O -3.42 0.97 -3.14  -0.49
C -2.24 0.84 -2.51  0.33
C -2.21 -0.07 -1.44  -0.26
C -1.06 -0.28 -0.71  -0.15
C 0.11 0.41 -1.03  -0.21
C 0.08 1.30 -2.11  -0.13
C -1.07 1.52 -2.83  -0.27
H -1.05 2.23 -3.65  0.22
H 0.99 1.82 -2.36  0.24
C 1.41 0.26 -0.33  0.69
O 2.45 0.65 -0.81  -0.60
N 1.31 -0.35 0.90  -0.64
C 2.30 -0.67 1.79  0.28
C 3.65 -0.39 1.54  -0.27
C 4.63 -0.71 2.44  -0.14
C 4.32 -1.34 3.64  -0.25
C 3.01 -1.63 3.92  -0.15
C 1.99 -1.32 3.02  -0.06
N 0.67 -1.68 3.41  0.53
O 0.51 -2.19 4.50  -0.36
O -0.26 -1.47 2.64  -0.43
H 2.73 -2.12 4.84  0.25
H 5.10 -1.59 4.35  0.22
H 5.66 -0.47 2.21  0.22
H 3.90 0.10 0.61  0.27
H 0.37 -0.61 1.22  0.44
H -1.10 -1.00 0.09  0.22
H -3.12 -0.60 -1.20  0.23
H -3.28 2.88 -3.91  0.17
H -2.85 1.56 -5.03  0.18
H -5.23 0.78 -4.94  0.21
H -5.04 2.39 -5.66  0.21
H -5.73 3.44 -3.51  0.20
H -6.97 2.31 -4.06  0.21
H -5.86 1.84 -2.76  0.22

Output
M, g mol⁻¹: 300.31
E_HOMO, eV: -8.69
ΔE to the lowest compared entry with this formula, charge and spin, kcal per mole: 81.2



This record from the Open Molecules 2025 dataset describes the ion C2H4NO4S with charge -1 in a non-equilibrium geometry. The level of theory is ωB97M-V/def2-TZVPD.

Last column: natural (NBO) charge in e.
Geometry (Å):
C 1.44 -0.82 0.72  0.44
C -1.46 0.75 0.89  -0.22
N 0.58 -0.31 -0.09  -0.37
O 0.56 1.05 -2.48  -0.98
O 2.65 -0.93 0.52  -0.69
O 0.19 -1.27 -2.77  -0.97
O -1.03 -0.39 0.32  -0.43
S 1.03 -0.26 -2.12  1.69
H 1.06 -1.09 1.74  0.07
H -1.58 1.62 0.22  0.15
H -0.97 1.07 1.70  0.15
H -2.47 0.57 1.34  0.16

Output
M, g mol⁻¹: 138.12
E_HOMO, eV: -4.75
ΔE to the lowest compared entry with this formula, charge and spin, kcal per mole: 78.6
Total charge: -1